Entry 1:
Below is a cluster of 2 separate species, C7H20NP in total at a distorted geometry, with properties calculated with ωB97M-V/def2-TZVPD.

XYZ file:
```
29
C7H20NP | the OMol25 dataset | ωB97M-V/def2-TZVPD
C 1.678 1.527 0.051
C 2.473 -0.601 -0.945
C 1.720 -0.470 1.328
C -1.745 -1.243 1.165
C -2.452 -0.226 -1.519
C -1.696 1.599 0.754
C 0.264 -0.174 -0.802
N 1.506 -0.033 -0.048
P -1.423 0.032 -0.089
H 1.935 1.885 -0.887
H 0.740 1.911 0.376
H 2.566 1.675 0.675
H 3.409 -0.413 -0.511
H 2.223 -1.616 -0.864
H 2.328 -0.154 -1.897
H 2.759 -0.421 1.661
H 1.241 0.049 2.184
H 1.340 -1.555 1.501
H -1.340 -0.638 2.082
H -1.181 -2.174 1.101
H -2.907 -1.372 1.248
H -2.506 0.522 -2.315
H -3.568 -0.267 -1.382
H -2.157 -1.248 -1.908
H -2.749 1.624 1.059
H -1.495 2.331 -0.079
H -1.012 1.846 1.615
H 0.298 -1.826 -1.847
H 0.143 0.565 -1.575
```

Calculated values
* charge: +2
* maximum force: 0.0935 hartree/bohr
* ΔE to the lowest compared entry with this formula, charge and spin: 96.6 kcal per mole
* HOMO level: -19.144 eV
* molecular weight: 149.2 g mol⁻¹
* DFT total energy: -18340.896 eV

***

Entry 2:
Below is a structure of composition C7H21ErIOP2 at a distorted geometry, with properties calculated with ωB97M-V/def2-TZVPD.

XYZ file:
```
33
C7H21ErIOP2 | the OMol25 dataset | ωB97M-V/def2-TZVPD
Er 0.392 -0.136 -0.077
H 2.587 -0.451 -1.205
H 2.323 -1.183 -1.193
P 0.788 2.639 -0.075
P -1.030 -2.582 -0.034
C -1.003 -3.502 1.566
H -1.571 -4.441 1.522
H 0.042 -3.699 1.835
H -1.412 -2.851 2.352
C -2.807 -2.465 -0.493
H -2.850 -1.935 -1.459
H -3.285 -3.459 -0.566
H -3.322 -1.824 0.241
C -0.283 -3.677 -1.299
H 0.771 -3.842 -1.020
H -0.821 -4.630 -1.426
H -0.276 -3.099 -2.237
C -0.716 3.655 -0.376
H -0.481 4.726 -0.500
H -1.194 3.252 -1.280
H -1.427 3.476 0.448
C 1.586 3.376 1.411
H 2.546 2.870 1.578
H 1.737 4.459 1.324
H 0.967 3.146 2.289
C 1.878 3.015 -1.503
H 1.409 2.542 -2.379
H 2.028 4.090 -1.670
H 2.834 2.493 -1.347
C 1.320 -0.429 2.087
O 1.688 -0.549 3.160
H -0.745 0.269 -1.482
I -1.670 0.745 1.808
```

Calculated values
* charge: +1
* 2S+1: 4
* maximum force: 0.0918 hartree/bohr
* HOMO level (alpha / beta): -11.808 / -11.825 eV
* molecular weight: 477.4 g mol⁻¹
* DFT total energy: -63940.471 eV

***

Entry 3:
Below is a structure of composition C7H21GaNO4P2 at a distorted geometry, with properties calculated with ωB97M-V/def2-TZVPD.

XYZ file:
```
36
C7H21GaNO4P2 | the OMol25 dataset | ωB97M-V/def2-TZVPD
Ga 0.000 0.000 0.000
H -0.753 -0.480 1.124
H -0.759 0.412 1.128
P -0.099 -2.315 -0.415
P -0.102 2.318 -0.399
C 1.411 3.305 -0.011
H 1.287 4.370 -0.276
H 1.631 3.214 1.066
H 2.260 2.879 -0.571
C -0.404 2.741 -2.169
H -1.349 2.270 -2.483
H -0.456 3.834 -2.320
H 0.411 2.315 -2.776
C -1.428 3.277 0.460
H -1.268 3.215 1.549
H -1.433 4.337 0.149
H -2.402 2.817 0.223
C -0.226 -2.731 -2.207
H -0.300 -3.821 -2.365
H -1.115 -2.226 -2.619
H 0.664 -2.336 -2.724
C 1.338 -3.342 0.128
H 1.444 -3.259 1.223
H 1.214 -4.403 -0.153
H 2.253 -2.939 -0.336
C -1.533 -3.238 0.298
H -2.463 -2.752 -0.038
H -1.532 -4.298 -0.015
H -1.487 -3.181 1.398
C 1.703 0.001 0.889
O 2.758 0.000 1.398
H 0.738 0.016 -1.485
O 0.002 1.033 3.966
N 0.000 0.000 3.370
O 0.004 -1.033 3.966
O 0.000 0.000 2.000
```

Calculated values
* charge: +1
* maximum force: 0.2545 hartree/bohr
* ΔE to the lowest compared entry with this formula, charge and spin: 152.8 kcal per mole
* HOMO level: -11.419 eV
* molecular weight: 314.9 g mol⁻¹
* DFT total energy: -88214.598 eV

***

Entry 4:
Below is a structure of composition C7H21N3 at a distorted geometry, with properties calculated with ωB97M-V/def2-TZVPD.

XYZ file:
```
31
C7H21N3 | the OMol25 dataset | ωB97M-V/def2-TZVPD
C 1.742 0.812 0.171
C 3.124 0.497 0.670
C 0.614 0.001 1.688
C 1.383 2.276 0.225
C 1.349 0.126 -1.081
H 0.342 2.433 -0.052
H 1.872 -0.816 -1.243
H 3.328 -0.573 0.638
H 3.260 0.840 1.698
H 3.877 0.999 0.051
H 1.068 -0.988 1.672
H 1.160 0.594 2.422
H -0.320 -0.006 2.256
H 1.560 2.691 1.218
H 2.009 2.841 -0.475
H 0.268 -0.125 -1.021
H 1.456 0.771 -1.958
C -1.641 0.055 -0.123
C -1.448 -2.362 -0.081
N -1.866 -1.193 -0.841
N -3.243 -1.257 -1.235
N -1.814 1.235 -0.916
H -3.325 -1.914 -2.004
H -3.825 -1.594 -0.461
H -1.319 1.137 -1.796
H -2.795 1.370 -1.147
H -2.304 0.131 0.754
H -0.515 0.038 0.636
H -0.383 -2.294 0.134
H -1.990 -2.462 0.875
H -1.626 -3.261 -0.675
```

Calculated values
* maximum force: 0.0877 hartree/bohr
* ΔE to the lowest compared entry with this formula, charge and spin: 105.6 kcal per mole
* HOMO level: -8.001 eV
* molecular weight: 147.3 g mol⁻¹
* DFT total energy: -12065.317 eV

***

Entry 5:
Below is an isolated molecule of C7H21N4P at a distorted geometry, with properties calculated with ωB97M-V/def2-TZVPD.

XYZ file:
```
33
C7H21N4P | the OMol25 dataset | ωB97M-V/def2-TZVPD
C 1.311 -2.004 1.028
C 0.671 -1.483 -1.281
C 2.991 -0.923 -0.346
C -0.834 0.570 2.896
C -1.076 1.682 -2.129
C -2.503 -0.048 -1.309
C 1.520 -1.003 -0.158
N 1.071 0.335 0.174
N -0.088 2.621 0.526
N -1.485 0.566 1.663
N -1.585 1.027 -0.948
P -0.350 1.017 0.291
H 1.911 -1.689 1.811
H 0.177 -1.938 1.268
H 1.591 -3.021 0.718
H 0.411 -0.618 -1.770
H -0.226 -1.741 -0.856
H 1.082 -2.293 -1.834
H 3.308 -0.343 -1.203
H 3.369 -0.424 0.540
H 3.398 -1.910 -0.417
H -0.025 1.346 2.820
H -1.638 0.654 3.687
H -0.231 -0.407 3.118
H -1.400 1.089 -3.015
H -1.588 2.661 -2.314
H 0.037 1.864 -2.027
H -2.069 -0.851 -2.059
H -2.734 -0.695 -0.398
H -3.315 0.345 -1.793
H 0.924 2.716 0.711
H -0.556 3.152 1.169
H -2.067 -0.256 1.439
```

Calculated values
* maximum force: 0.0962 hartree/bohr
* ΔE to the lowest compared entry with this formula, charge and spin: 0.0 kcal per mole
* HOMO level: -8.127 eV
* SMILES: CN[P@@](N)(=NC(C)(C)C)N(C)C
* molecular weight: 192.2 g mol⁻¹
* DFT total energy: -22847.767 eV

***

Entry 6:
Below is a cluster of 7 separate species, C7H21N7O14 in total at a distorted geometry, with properties calculated with ωB97M-V/def2-TZVPD.

XYZ file:
```
49
C7H21N7O14 | the OMol25 dataset | ωB97M-V/def2-TZVPD
C -2.716 -7.875 -17.267
N -2.223 -6.557 -17.742
O -2.770 -5.570 -17.283
O -1.362 -6.532 -18.588
H -1.927 -8.360 -16.700
H -3.081 -8.363 -18.167
H -3.563 -7.770 -16.598
C -4.689 -7.747 -7.705
N -3.295 -8.076 -8.186
O -2.736 -8.921 -7.521
O -2.796 -7.502 -9.122
H -4.580 -7.188 -6.782
H -5.214 -8.686 -7.588
H -5.143 -7.116 -8.464
C -1.081 -11.319 -12.588
N -0.033 -10.467 -13.198
O -0.394 -9.500 -13.842
O 1.137 -10.707 -12.949
H -0.559 -12.031 -11.954
H -1.481 -11.848 -13.452
H -1.772 -10.719 -12.008
C -3.834 -6.663 -12.550
N -2.794 -6.896 -13.575
O -2.801 -7.932 -14.210
O -1.904 -6.084 -13.680
H -3.291 -6.631 -11.605
H -4.508 -7.508 -12.589
H -4.296 -5.687 -12.668
C -4.828 -11.962 -10.942
N -4.890 -10.468 -10.925
O -4.008 -9.830 -11.463
O -5.838 -9.938 -10.380
H -5.444 -12.117 -11.834
H -5.199 -12.419 -10.038
H -3.821 -12.227 -11.246
C 0.259 -3.880 -11.346
N 0.070 -3.817 -9.881
O 1.017 -4.001 -9.159
O -1.065 -3.629 -9.494
H 0.301 -2.900 -11.815
H -0.606 -4.393 -11.759
H 1.180 -4.405 -11.576
C -2.462 -3.031 -14.848
N -3.755 -3.106 -15.542
O -3.797 -2.625 -16.653
O -4.684 -3.656 -14.984
H -2.433 -2.057 -14.362
H -1.621 -3.177 -15.515
H -2.448 -3.822 -14.104
```

Calculated values
* maximum force: 0.0358 hartree/bohr
* ΔE to the lowest compared entry with this formula, charge and spin: 17.9 kcal per mole
* HOMO level: -10.790 eV
* SMILES: C[N+](=O)[O-].C[N+](=O)[O-].C[N+](=O)[O-].C[N+](=O)[O-].C[N+](=O)[O-].C[N+](=O)[O-].C[N+](=O)[O-]
* molecular weight: 427.3 g mol⁻¹
* DFT total energy: -46675.135 eV

***

Entry 7:
Below is a cluster of 3 separate species, C7H21NO2 in total at a distorted geometry, with properties calculated with ωB97M-V/def2-TZVPD.

XYZ file:
```
31
C7H21NO2 | the OMol25 dataset | ωB97M-V/def2-TZVPD
C -0.895 -0.073 0.651
C -1.349 0.360 -0.735
C -1.193 -0.764 -1.767
C -2.233 -1.878 -1.623
C 0.610 -0.314 0.791
N 1.333 0.988 0.691
C 2.021 1.292 1.945
C 2.245 1.013 -0.455
H -1.214 0.694 1.402
H -1.420 -1.021 0.987
H -0.735 1.260 -1.075
H -2.406 0.679 -0.741
H -0.212 -1.192 -1.772
H -1.248 -0.334 -2.814
H -2.176 -2.416 -0.658
H -3.232 -1.464 -1.697
H -2.166 -2.683 -2.468
H 0.949 -1.032 -0.063
H 0.844 -0.782 1.757
H 1.263 1.446 2.774
H 2.545 2.249 1.859
H 2.781 0.602 2.287
H 3.043 0.275 -0.432
H 2.690 2.009 -0.552
H 1.664 0.833 -1.428
H -0.140 -3.082 1.593
H -0.337 -2.770 0.105
O -0.171 -3.490 0.698
H -0.936 3.428 0.562
H 0.292 2.686 0.187
O -0.218 3.477 -0.010
```

Calculated values
* maximum force: 0.0489 hartree/bohr
* ΔE to the lowest compared entry with this formula, charge and spin: 8.9 kcal per mole
* HOMO level: -9.258 eV
* SMILES: CCCCCN(C)C.O.O
* molecular weight: 151.2 g mol⁻¹
* DFT total energy: -13184.035 eV

***

Q: Which value of molecular weight does entry 6 give?
A: 427.3 g mol⁻¹

***

Q: Among the records above, which one has the highest DFT total energy?
A: C7H21N3